The following is a quantum chemistry calculation of the molecule C3H8N2 at a distorted geometry, from the Open Molecules 2025 dataset.

Results
Structure (SMILES): C/N=C\NC
Energy above the lowest of the compared OMol25 structures with the same formula, charge and spin: 3.673 eV
Calculated total energy: -6218.173 eV

Element x y z (Å)
C 2.172 0.049 0.083
C -0.157 0.852 -0.187
C -2.221 -0.307 -0.024
H 2.535 -1.012 0.566
H 2.122 0.730 1.035
H 2.868 0.462 -0.639
H 0.393 -1.200 0.061
H 0.409 1.808 -0.259
H -2.445 -0.838 1.058
H -1.660 -1.154 -0.693
H -3.314 -0.046 -0.487
N 0.706 -0.207 -0.544
N -1.408 0.862 0.030